ORCA calculation (ωB97M-V/def2-TZVPD) on a molecular structure, C25H50F5N6O3SSi3TeZr.

Properties
* HOMO: -11.10 eV
* 2S+1: 1
* F_max: 0.84 eV/Å
* total energy: -98451.1989 eV
* LUMO energy: -3.1 eV
* total charge: +1

Positions of all 95 atoms, in Å:
Zr -0.402 0.218 0.251
N -0.322 1.446 2.333
C -1.046 0.934 3.517
C -2.397 0.326 3.148
N -2.361 -0.445 1.883
C -3.440 -1.468 1.817
C -3.342 -2.685 2.720
N -2.268 -3.589 2.332
H 0.628 1.681 2.605
H -0.757 2.317 2.042
H -1.206 1.741 4.235
H -0.409 0.198 3.997
H -3.161 1.104 3.081
H -2.694 -0.333 3.964
H -2.704 0.202 1.180
H -3.485 -1.808 0.780
H -4.393 -0.972 2.030
H -4.337 -3.149 2.694
H -3.181 -2.385 3.759
H -2.355 -3.872 1.363
H -2.278 -4.428 2.898
C 0.338 -0.392 -3.373
Si 1.906 0.100 -2.421
C 3.089 -1.249 -3.014
C 2.640 1.614 -3.265
C 1.776 0.239 -0.506
Si 2.494 1.853 0.246
C 4.051 2.526 -0.564
C 1.331 3.350 0.346
C 3.025 1.629 2.070
Si 2.883 -1.092 0.220
C 4.733 -0.749 0.293
C 2.870 -2.894 -0.345
C 2.133 -1.347 1.931
C 2.830 -1.909 2.994
C 2.153 -2.428 4.081
C 0.769 -2.419 4.045
C 0.135 -1.816 2.976
N 0.783 -1.233 1.956
H -0.579 -0.404 -2.792
H 0.184 0.307 -4.200
H 0.474 -1.385 -3.803
H 3.170 -1.072 -4.092
H 2.684 -2.251 -2.890
H 4.103 -1.224 -2.616
H 2.494 1.488 -4.342
H 3.715 1.676 -3.096
H 2.199 2.564 -2.974
H 3.826 3.172 -1.411
H 4.739 1.752 -0.901
H 4.573 3.132 0.182
H 1.513 3.986 -0.519
H 1.606 3.935 1.229
H 0.257 3.181 0.366
H 2.370 1.058 2.729
H 3.125 2.636 2.486
H 4.001 1.158 2.168
H 5.125 -0.699 -0.725
H 5.223 -1.603 0.769
H 5.051 0.152 0.807
H 3.607 -3.076 -1.125
H 1.911 -3.285 -0.674
H 3.178 -3.473 0.531
H 3.911 -1.960 2.941
H 2.687 -2.864 4.916
H 0.176 -2.870 4.828
H -0.936 -1.822 2.914
O -2.211 -0.108 -1.011
N -2.623 -1.229 -1.608
C -3.768 -1.164 -2.326
C -4.236 -2.275 -2.966
C -3.513 -3.471 -2.858
C -2.365 -3.511 -2.110
C -1.902 -2.357 -1.456
S -0.513 -2.282 -0.468
H -4.245 -0.194 -2.324
H -5.149 -2.212 -3.538
H -3.862 -4.363 -3.362
H -1.786 -4.417 -2.005
C -0.316 3.830 -3.030
C -0.745 2.476 -2.538
N -1.873 1.992 -3.065
O -0.109 1.827 -1.696
H -1.095 4.559 -2.804
H -0.166 3.807 -4.109
H 0.604 4.135 -2.547
H -2.454 2.560 -3.658
H -2.262 1.159 -2.647
F -4.869 3.880 0.184
Te -3.340 2.849 0.140
F -2.509 4.298 -0.665
F -3.915 2.261 -1.530
F -3.048 3.519 1.857
F -4.363 1.459 0.862
O -1.784 1.941 0.275

ORCA calculation (ωB97M-V/def2-TZVPD) on a molecular structure, C37H30BrIrN8O3S.

Properties
* HOMO (alpha / beta): -10.25 / -10.24 eV
* 2S+1: 2
* ⟨S²⟩: 0.76
* F_max: 1.86 eV/Å
* total energy: -140631.2969 eV
* LUMO energy (alpha / beta): -4.1 / -4.2 eV
* total charge: +1

Positions of all 81 atoms, in Å:
Ir -1.734 -0.066 0.173
Br 2.741 -4.990 3.295
C 1.318 -3.942 2.640
C 0.171 -3.768 3.432
C -0.879 -3.007 2.987
C -0.831 -2.380 1.732
O -1.871 -1.660 1.381
C 0.315 -2.574 0.931
C 0.411 -2.030 -0.378
N -0.503 -1.306 -0.951
C -0.398 -0.953 -2.330
C 0.529 -1.440 -3.213
C 0.551 -0.992 -4.550
C -0.379 -0.104 -5.011
C -1.395 0.358 -4.143
C -2.441 1.223 -4.548
C -3.409 1.583 -3.658
C -3.332 1.103 -2.336
N -2.355 0.329 -1.928
C -1.391 -0.068 -2.808
C 1.392 -3.360 1.408
H 0.126 -4.232 4.408
H -1.762 -2.856 3.592
H 1.319 -2.258 -0.930
H 1.254 -2.183 -2.911
H 1.315 -1.370 -5.214
H -0.363 0.238 -6.038
H -2.470 1.573 -5.573
H -4.235 2.218 -3.944
H -4.092 1.353 -1.606
H 2.263 -3.508 0.783
N 0.300 2.890 2.673
C -0.621 2.044 2.123
S -0.099 0.401 1.820
N -1.795 2.469 1.853
N -2.628 1.520 1.238
C -3.874 1.853 1.307
C -5.007 1.141 0.821
C -6.283 1.724 0.987
C -7.415 1.073 0.579
C -7.288 -0.192 -0.021
C -6.060 -0.782 -0.193
C -4.883 -0.134 0.238
O -3.746 -0.750 0.084
H 1.076 2.488 3.172
H -0.065 3.754 3.043
H -4.059 2.797 1.814
H -6.349 2.704 1.445
H -8.390 1.516 0.722
H -8.176 -0.711 -0.359
H -5.952 -1.758 -0.648
C 6.418 -3.503 2.760
C 5.680 -2.357 2.122
C 6.192 -1.722 0.997
C 5.536 -0.670 0.380
C 4.327 -0.220 0.900
N 3.577 0.834 0.310
C 4.081 1.775 -0.538
O 5.231 1.832 -0.910
N 3.176 2.720 -1.049
C 1.789 2.807 -1.036
C 1.176 4.043 -1.253
C -0.197 4.124 -1.284
C -0.946 2.982 -1.058
N -0.377 1.802 -0.835
C 0.956 1.705 -0.860
C 3.794 -0.846 2.021
C 4.464 -1.901 2.622
H 7.488 -3.302 2.803
H 6.279 -4.421 2.185
H 6.062 -3.687 3.773
H 7.137 -2.057 0.586
H 5.967 -0.190 -0.483
H 2.648 0.961 0.682
H 3.672 3.465 -1.515
H 1.786 4.925 -1.405
H -0.692 5.069 -1.454
H -2.026 3.021 -1.029
H 1.368 0.713 -0.743
H 2.845 -0.511 2.426
H 4.037 -2.369 3.501

ORCA calculation (ωB97M-V/def2-TZVPD) on 2 unconnected molecules or ions with the total composition C4H10ClN4.

Properties
* HOMO (alpha / beta): -11.30 / -11.27 eV
* 2S+1: 1
* F_max: 3.82 eV/Å
* total energy: -22778.7845 eV
* LUMO energy (alpha / beta): -5.4 / -5.7 eV
* total charge: +1

Positions of all 19 atoms, in Å:
C -2.003 1.010 1.243
C -1.538 1.011 0.024
C 1.879 -1.489 -1.103
C -0.185 0.358 -0.401
N 1.559 1.840 -0.600
N 0.795 1.319 0.175
N 0.169 -0.912 0.427
N -0.821 -1.755 0.521
Cl 1.097 -2.754 -1.812
H -2.817 1.446 1.688
H -1.644 0.509 2.052
H -1.838 1.664 -0.818
H 2.412 -1.694 -0.134
H 2.129 -0.540 -1.668
H 0.043 0.402 -1.482
H 2.267 2.377 -0.201
H 0.720 1.670 1.110
H -1.402 -2.000 -0.293
H -0.823 -2.461 1.271